(1)
{"formula": "C33H51NO29S", "method": "the ωB97M-V functional and the def2-TZVPD basis", "species": ["C", "C", "C", "C", "N", "C", "C", "O", "O", "C", "C", "S", "O", "O", "O", "C", "H", "H", "H", "H", "H", "H", "H", "H", "H", "H", "H", "H", "H", "H", "H", "H", "H", "H", "H", "O", "C", "O", "C", "C", "O", "H", "H", "H", "H", "O", "C", "O", "C", "C", "O", "H", "H", "H", "H", "O", "C", "O", "C", "C", "O", "H", "H", "H", "H", "O", "C", "O", "C", "C", "O", "H", "H", "H", "H", "O", "C", "O", "C", "C", "O", "H", "H", "H", "H", "O", "C", "O", "C", "C", "O", "H", "H", "H", "H", "O", "C", "O", "C", "C", "O", "H", "H", "H", "H", "O", "C", "O", "C", "C", "O", "H", "H", "H", "H"], "coordinates": [[-0.898, -4.953, 2.974], [-1.078, -5.116, 1.465], [0.031, -4.526, 0.584], [-0.280, -3.160, 0.011], [0.816, -2.807, -0.889], [0.756, -1.535, -1.641], [0.210, -1.827, -3.036], [-1.067, -2.412, -2.934], [-1.855, -1.740, -3.925], [2.190, -1.046, -1.888], [2.440, 0.459, -2.022], [1.215, 1.528, -1.390], [1.389, 1.640, 0.003], [1.198, 2.718, -2.126], [-0.097, 0.742, -1.717], [-0.166, -0.528, -1.022], [-1.221, -3.993, 3.323], [-1.486, -5.714, 3.462], [0.118, -5.109, 3.270], [-1.095, -6.169, 1.260], [-2.024, -4.666, 1.215], [0.905, -4.405, 1.193], [0.288, -5.206, -0.214], [-1.233, -3.240, -0.494], [-0.349, -2.489, 0.846], [0.936, -3.555, -1.551], [0.878, -2.521, -3.527], [0.126, -0.921, -3.609], [-2.765, -1.927, -3.658], [2.788, -1.438, -1.091], [2.528, -1.539, -2.775], [2.528, 0.707, -3.062], [3.361, 0.731, -1.554], [0.004, -0.400, 0.030], [-1.176, -0.863, -1.126], [-4.340, -0.318, -4.957], [-3.661, 0.627, -5.203], [-2.661, 0.637, -6.105], [-2.233, 1.994, -6.285], [-2.664, 2.642, -4.989], [-3.796, 1.840, -4.608], [-1.160, 2.046, -6.442], [-2.746, 2.414, -7.152], [-1.905, 2.572, -4.209], [-2.950, 3.682, -5.116], [2.858, -4.111, -3.158], [3.881, -3.925, -3.727], [4.562, -2.758, -3.734], [5.849, -2.989, -4.327], [5.593, -4.220, -5.176], [4.526, -4.860, -4.460], [6.162, -2.124, -4.902], [6.571, -3.172, -3.531], [5.241, -3.975, -6.179], [6.451, -4.881, -5.249], [6.369, -10.625, -3.205], [5.488, -9.834, -3.230], [4.215, -10.104, -3.609], [3.395, -8.971, -3.294], [4.409, -7.843, -3.266], [5.611, -8.528, -2.887], [2.623, -8.839, -4.045], [2.925, -9.136, -2.323], [4.556, -7.389, -4.243], [4.167, -7.066, -2.547], [-4.431, 4.628, -7.993], [-5.395, 4.176, -7.471], [-5.775, 2.879, -7.553], [-6.841, 2.665, -6.616], [-7.406, 4.063, -6.449], [-6.261, 4.885, -6.714], [-7.564, 1.956, -7.008], [-6.420, 2.269, -5.691], [-8.179, 4.293, -7.183], [-7.793, 4.257, -5.454], [1.558, -2.982, 3.488], [1.079, -2.039, 4.036], [1.685, -0.853, 4.221], [0.706, 0.085, 4.727], [-0.315, -0.834, 5.361], [-0.159, -2.033, 4.576], [1.165, 0.771, 5.426], [0.304, 0.648, 3.895], [-0.084, -1.064, 6.402], [-1.330, -0.466, 5.297], [-1.299, 1.721, 6.438], [-0.867, 2.833, 6.365], [0.178, 3.194, 5.602], [0.242, 4.633, 5.578], [-0.470, 4.996, 6.860], [-1.374, 3.884, 7.033], [1.269, 4.980, 5.557], [-0.282, 4.991, 4.692], [0.201, 5.042, 7.713], [-1.021, 5.929, 6.789], [-3.021, 5.122, 4.492], [-3.866, 4.371, 4.853], [-3.861, 3.043, 4.617], [-4.901, 2.441, 5.395], [-5.851, 3.608, 5.609], [-4.963, 4.732, 5.558], [-5.348, 1.613, 4.854], [-4.470, 2.073, 6.327], [-6.585, 3.704, 4.807], [-6.367, 3.577, 6.564], [2.045, 6.535, 7.692], [2.863, 7.129, 7.069], [3.837, 7.895, 7.603], [4.755, 8.253, 6.561], [3.893, 8.123, 5.318], [2.943, 7.127, 5.718], [5.137, 9.256, 6.722], [5.586, 7.546, 6.570], [3.358, 9.043, 5.082], [4.442, 7.794, 4.441]], "lowdin_charge": [-0.10, -0.24, -0.19, -0.22, 0.05, -0.42, -0.15, -0.12, -0.01, -0.11, -0.19, 0.55, -0.25, -0.25, -0.19, -0.12, 0.05, 0.06, 0.06, 0.09, 0.10, 0.10, 0.11, 0.11, 0.12, 0.10, 0.12, 0.13, 0.10, 0.12, 0.08, 0.10, 0.11, 0.12, 0.13, 0.15, -0.58, 0.07, -0.10, -0.10, 0.05, 0.13, 0.12, 0.13, 0.13, 0.17, -0.56, 0.05, -0.10, -0.10, 0.04, 0.13, 0.14, 0.13, 0.14, 0.17, -0.57, 0.06, -0.11, -0.12, 0.06, 0.13, 0.13, 0.12, 0.13, 0.16, -0.58, 0.06, -0.11, -0.11, 0.06, 0.13, 0.13, 0.13, 0.13, 0.15, -0.58, 0.07, -0.11, -0.11, 0.04, 0.12, 0.13, 0.13, 0.12, 0.14, -0.57, 0.06, -0.09, -0.10, 0.06, 0.12, 0.13, 0.11, 0.14, 0.16, -0.58, 0.06, -0.11, -0.11, 0.06, 0.13, 0.13, 0.13, 0.13, 0.17, -0.56, 0.07, -0.11, -0.11, 0.05, 0.13, 0.13, 0.13, 0.13], "homo_ev": -8.43, "smiles": "CCCCN[C@]1(COO)CCS(=O)(=O)OC1.O=C1OCCO1.O=C1OCCO1.O=C1OCCO1.O=C1OCCO1.O=C1OCCO1.O=C1OCCO1.O=C1OCCO1.O=C1OCCO1", "homo_lumo_gap_ha": 0.3204}


(2)
{"formula": "C33H52AuGeN4SSi2", "method": "the ωB97M-V functional and the def2-TZVPD basis", "species": ["Au", "C", "Si", "C", "C", "C", "C", "C", "C", "N", "C", "S", "H", "H", "H", "H", "H", "H", "H", "H", "H", "H", "H", "H", "C", "Si", "C", "C", "C", "C", "C", "C", "C", "C", "H", "H", "H", "H", "H", "H", "H", "H", "H", "H", "H", "H", "H", "H", "H", "H", "H", "H", "H", "H", "H", "C", "Ge", "C", "C", "C", "H", "H", "H", "H", "H", "H", "H", "H", "H", "H", "N", "C", "C", "C", "C", "C", "C", "N", "C", "C", "C", "C", "N", "C", "C", "H", "H", "H", "H", "H", "H", "H", "H", "H"], "coordinates": [[-0.194, 0.822, -0.211], [-0.840, 3.177, 6.626], [-0.442, 3.561, 4.823], [1.366, 3.144, 4.596], [-0.682, 5.407, 4.562], [-1.701, 2.641, 3.770], [-2.996, 2.599, 4.274], [-4.013, 1.921, 3.616], [-3.673, 1.279, 2.438], [-2.462, 1.320, 1.899], [-1.484, 1.993, 2.525], [0.075, 2.061, 1.735], [-0.140, 3.698, 7.284], [-0.748, 2.105, 6.815], [-1.850, 3.479, 6.913], [1.933, 3.645, 5.388], [1.737, 3.465, 3.625], [1.535, 2.068, 4.669], [-0.061, 5.989, 5.248], [-1.726, 5.687, 4.725], [-0.417, 5.686, 3.540], [-3.224, 3.099, 5.212], [-5.021, 1.883, 4.005], [-4.413, 0.702, 1.888], [-2.546, -1.809, -0.247], [-2.199, -1.017, -1.932], [-3.576, 0.322, -2.203], [-3.919, 0.558, -3.678], [-3.109, 1.655, -1.602], [-4.879, -0.060, -1.488], [-2.366, -2.485, -3.190], [-2.319, -2.055, -4.663], [-1.181, -3.435, -2.955], [-3.660, -3.271, -2.959], [-3.595, -2.070, -0.095], [-2.243, -1.116, 0.542], [-1.963, -2.727, -0.125], [-3.036, 0.742, -4.293], [-4.568, 1.440, -3.764], [-4.462, -0.286, -4.109], [-2.195, 2.020, -2.072], [-2.898, 1.571, -0.534], [-3.895, 2.410, -1.745], [-5.320, -0.979, -1.884], [-5.614, 0.744, -1.621], [-4.731, -0.192, -0.416], [-1.558, -1.295, -4.853], [-3.274, -1.654, -5.002], [-2.085, -2.919, -5.300], [-0.230, -2.956, -3.193], [-1.282, -4.316, -3.602], [-1.130, -3.788, -1.922], [-4.545, -2.660, -3.158], [-3.734, -3.641, -1.933], [-3.705, -4.140, -3.630], [1.401, -0.973, -4.534], [0.522, 0.397, -3.399], [2.068, 1.467, -2.806], [-0.461, 1.573, -4.641], [-0.464, -0.364, -1.919], [1.933, -0.478, -5.351], [0.714, -1.702, -4.963], [2.138, -1.514, -3.935], [2.577, 1.887, -3.678], [2.773, 0.841, -2.257], [1.747, 2.276, -2.149], [0.271, 2.148, -5.213], [-1.112, 2.273, -4.117], [-1.066, 1.001, -5.347], [0.139, -1.262, -1.689], [7.777, -0.013, 1.172], [9.005, -0.634, 1.230], [10.286, -0.173, 1.511], [11.304, -1.108, 1.477], [11.053, -2.455, 1.173], [9.777, -2.904, 0.894], [8.737, -1.976, 0.923], [7.386, -2.153, 0.688], [6.852, -0.973, 0.843], [5.422, -0.667, 0.689], [4.550, -1.667, 0.275], [3.207, -1.350, 0.128], [2.710, -0.141, 0.363], [3.543, 0.807, 0.766], [4.903, 0.597, 0.942], [7.589, 0.961, 1.322], [10.483, 0.865, 1.746], [12.318, -0.794, 1.688], [11.881, -3.152, 1.157], [9.575, -3.940, 0.659], [4.923, -2.661, 0.073], [2.495, -2.099, -0.203], [3.098, 1.778, 0.960], [5.521, 1.421, 1.277]], "lowdin_charge": [0.51, -0.19, 0.50, -0.23, -0.18, -0.27, -0.12, -0.09, -0.16, 0.01, -0.74, 0.48, 0.02, 0.03, 0.02, 0.02, -0.01, 0.03, 0.02, 0.02, 0.03, 0.09, 0.09, 0.09, -0.18, 0.54, -0.59, -0.10, -0.13, -0.11, -0.60, -0.10, -0.11, -0.11, 0.02, 0.00, 0.02, 0.05, 0.08, 0.06, 0.05, 0.03, 0.08, 0.07, 0.08, 0.05, 0.04, 0.06, 0.08, 0.05, 0.08, 0.07, 0.06, 0.07, 0.08, -0.23, 0.69, -0.25, -0.23, -0.59, 0.01, -0.01, 0.01, 0.01, -0.01, 0.00, 0.01, 0.00, 0.00, -0.03, 0.16, -0.19, -0.03, -0.11, -0.11, -0.02, -0.23, 0.18, -0.27, -0.15, -0.01, -0.13, 0.06, -0.14, -0.01, 0.15, 0.10, 0.09, 0.09, 0.11, 0.11, 0.11, 0.09, 0.10], "homo_ev": -4.38, "relative_energy_ev": 1.2509, "charge": -1, "homo_lumo_gap_ha": 0.2319}